ORCA calculation (ωB97M-V/def2-TZVPD) on a structure of composition C13H21Ca2Cl2F13KNO16P3 at a distorted geometry.

The net charge is -1. Its energy above the lowest of the compared OMol25 structures with the same formula, charge and spin is 0.000 eV. Its frontier orbital gap is 3.18 eV.

```
72
Properties=species:S:1:pos:R:3:forces:R:3
N 1.27492 1.03954 3.85721 -0.2841 0.0638 0.2411
O 1.35353 0.06823 2.78372 -0.2656 0.3502 -0.9014
P 0.54289 -1.23878 3.03422 1.7653 -1.4820 2.1789
O 0.29948 -1.58389 4.43818 -0.9333 0.4147 -0.4073
O 1.37726 -2.31885 2.28120 -0.6123 0.3060 -0.7430
O -0.88085 -1.19591 2.16870 0.5173 1.1750 0.0634
C -1.74536 -0.19798 2.33613 -0.8523 -1.1515 -0.2082
F -1.20968 1.07133 2.12866 0.3786 -0.7116 0.1121
F -2.70293 -0.35619 1.40014 0.1289 0.2116 0.0307
C -2.51028 -0.10197 3.69626 -0.1662 0.9259 -0.0458
F -3.52949 0.79282 3.43139 -0.1846 -0.1253 -0.0038
F -1.80362 0.45888 4.66411 0.1906 -0.3854 -0.0730
C -3.17704 -1.43031 4.17810 -0.0295 0.8339 0.7243
F -2.62574 -1.85641 5.27188 0.4005 -0.3219 0.4567
F -3.22483 -2.33708 3.27210 0.1264 -1.0044 -1.0382
F -4.49173 -1.14063 4.50318 0.1614 -0.2849 0.2217
H 1.88766 0.64448 4.57234 0.1729 -0.0536 -0.0884
H 1.77996 1.82556 3.45930 0.1968 -0.1271 -0.1554
H 1.21518 -3.18644 2.67889 0.1911 -0.0736 -0.0906
Ca -1.74480 3.10637 1.32742 -0.3706 1.3723 -0.4657
C -1.79664 -2.69590 -2.65670 -0.0156 -0.2416 -0.2216
O -0.75250 -1.89924 -3.31865 -0.8035 0.6117 2.3693
P -1.11350 -0.39232 -3.66324 1.3624 1.2796 -4.1407
O -2.11253 -0.38267 -4.74106 -0.5860 -0.1371 0.4704
O 0.36531 0.04549 -4.11617 0.3187 -0.1238 0.0994
C 1.34357 -0.88472 -4.56354 -0.2210 -0.1190 -0.2342
O -1.30700 0.99268 -2.82284 -0.2815 -1.7538 1.8457
C -2.13222 0.92528 -1.64787 0.0140 0.2190 -0.3058
H -1.40824 -3.68594 -2.45117 0.1103 0.0338 0.0514
H -2.08414 -2.23616 -1.71104 0.0732 -0.0303 0.0069
H -2.66158 -2.77856 -3.31224 0.0335 0.1107 -0.0532
H 1.00663 -1.40570 -5.46002 -0.0171 -0.0946 0.0344
H 1.59078 -1.60284 -3.78481 -0.0402 -0.0856 0.0033
H 2.23831 -0.31233 -4.80726 -0.3357 -0.5451 -0.2118
H -1.69338 0.25250 -0.90911 0.0144 -0.0172 0.0629
H -3.14502 0.59115 -1.89323 0.0397 0.0432 0.0206
H -2.20178 1.93859 -1.22644 0.0448 -0.1514 -0.3349
C -3.03798 -5.09994 1.01537 -0.0425 0.1933 0.0997
C -2.58637 -5.89427 -0.23489 -0.0287 0.0220 0.0506
O -2.12684 -5.20351 -1.17640 0.0226 0.0592 -0.0833
O -2.73224 -7.12513 -0.16300 -0.0120 -0.1053 -0.0166
H -2.87746 -4.03117 0.87208 0.0156 0.1127 -0.0197
H -4.09991 -5.27900 1.20373 0.0350 -0.0783 0.0433
H -2.47140 -5.42974 1.88874 -0.0516 -0.0821 0.0280
C 5.24363 0.83428 -2.64734 0.1338 0.2571 0.1370
C 3.75162 0.92367 -2.45313 0.3759 0.0195 -0.1848
C 2.99487 1.66471 -3.53335 -0.0207 0.0255 -0.0965
O 1.84550 2.13070 -2.81697 0.1227 0.2019 0.1022
C 2.21111 2.27404 -1.53040 0.1070 -0.1471 -0.2272
O 1.54524 2.81922 -0.70404 -0.2752 -0.0329 0.5858
O 3.41723 1.72456 -1.29957 -0.1906 -0.0142 -0.0304
H 5.48808 0.04327 -3.35557 -0.0340 -0.0324 0.0040
H 5.64782 1.77447 -3.02609 -0.0367 0.0226 0.0002
H 5.73820 0.62532 -1.69998 -0.0549 -0.1465 0.0130
H 3.33288 -0.07333 -2.29247 -0.0934 0.0207 0.0286
H 2.69806 1.03761 -4.36967 0.0051 0.6263 0.3514
H 3.54101 2.53396 -3.90753 0.1217 -0.0099 0.0770
Cl -0.39754 4.68153 -1.57156 0.3923 -0.4283 0.2709
K -6.29101 0.34306 4.04377 -0.3231 0.5196 -0.2854
C -3.92470 6.64494 -1.76515 -0.7325 -1.3958 -1.8174
O -3.45324 7.83535 -1.74406 -0.1566 -0.3732 1.7053
O -3.40355 5.69877 -0.90842 0.2506 0.9655 0.6975
O -4.93037 6.26849 -2.40258 0.0727 0.5375 0.1132
Ca -4.21336 6.92462 0.52961 0.7590 -0.1857 -0.5179
F 4.81788 0.75215 4.63489 0.4422 -0.6695 0.3581
P 5.12111 -0.44981 3.51875 0.2430 -0.0482 -0.2868
F 5.59385 -1.94500 4.03951 -0.3726 0.5409 0.6932
F 4.67923 -1.23570 2.12806 0.8310 -0.1417 0.2228
F 6.71368 -0.13353 3.80991 -0.2379 -0.1470 -0.8040
F 5.21786 0.80575 2.43822 -0.8113 0.0591 0.4610
F 3.61377 -0.92267 4.06692 -0.3336 0.4799 -0.5655
Cl -0.88724 5.95021 -2.98511 -0.3640 0.4444 -0.3774
```
Positions in Å, forces in eV/Å.